Below is C53H38BrFeIN5O2 as an isolated structure, with properties calculated with the ωB97M-V functional and the def2-TZVPD basis.

```
! RIJCOSX wB97M-V def2-TZVPD def2/J DEFGRID3
* xyz 0 2
Fe -0.360 -0.236 -0.302
C 1.086 1.454 7.048
C -0.064 0.825 6.592
C -0.260 0.632 5.233
C 0.697 1.059 4.318
C 1.837 1.709 4.779
C 2.030 1.906 6.138
C 0.502 0.773 2.875
C -0.285 1.613 2.108
C -0.684 2.939 2.449
C -1.328 3.458 1.363
C -1.409 2.415 0.385
C -2.249 2.385 -0.751
C -2.404 3.557 -1.616
C -1.486 4.623 -1.531
C -1.448 5.622 -2.487
C -2.331 5.612 -3.557
C -3.271 4.596 -3.640
C -3.309 3.590 -2.692
C -2.867 1.125 -1.048
N -2.222 -0.065 -0.900
C -3.121 -1.065 -1.218
C -2.807 -2.418 -1.338
C -3.857 -3.357 -1.795
C -4.504 -3.143 -3.013
C -5.454 -4.040 -3.474
C -5.775 -5.161 -2.722
C -5.142 -5.379 -1.508
C -4.183 -4.489 -1.050
C -1.506 -2.928 -1.189
C -1.048 -4.225 -1.503
C 0.326 -4.221 -1.329
C 0.667 -2.933 -0.912
N -0.429 -2.153 -0.821
C 1.989 -2.277 -0.605
C 1.894 -1.702 0.780
C 2.548 -2.060 1.961
C 2.076 -1.201 2.944
C 1.154 -0.339 2.323
N 1.044 -0.680 0.989
C 3.208 -3.160 -0.750
C 4.345 -2.748 -1.431
C 5.450 -3.581 -1.523
C 5.442 -4.826 -0.913
C 4.323 -5.228 -0.199
C 3.214 -4.402 -0.119
C -4.390 -0.474 -1.469
C -4.222 0.883 -1.402
N -0.743 1.313 0.842
H 1.252 1.582 8.110
H -0.808 0.479 7.299
H -1.152 0.134 4.873
H 2.573 2.055 4.063
H 2.925 2.408 6.485
H -0.482 3.430 3.388
H -1.767 4.439 1.279
H -0.757 4.635 -0.733
H -0.697 6.399 -2.413
H -2.279 6.376 -4.321
H -3.976 4.576 -4.462
H -4.038 2.800 -2.796
H -4.239 -2.277 -3.605
H -5.933 -3.868 -4.429
H -6.512 -5.864 -3.087
H -5.391 -6.249 -0.914
H -3.696 -4.652 -0.097
H -1.650 -5.055 -1.832
H 1.007 -5.031 -1.524
H 3.278 -2.844 2.069
H 2.361 -1.169 3.984
H 4.385 -1.771 -1.893
H 6.322 -3.251 -2.072
H 6.307 -5.473 -0.982
H 4.315 -6.188 0.300
H 2.341 -4.715 0.439
H -5.312 -1.001 -1.648
H -5.001 1.621 -1.498
N -0.007 1.048 -2.320
C 0.529 0.569 -3.603
C 1.984 0.118 -3.454
C 2.021 -1.231 -2.784
O 1.960 -2.279 -3.364
O 2.062 -1.079 -1.448
H -0.969 1.344 -2.441
H 0.515 1.873 -2.037
H 0.481 1.353 -4.365
H -0.085 -0.269 -3.937
H 2.521 0.847 -2.843
H 2.458 0.032 -4.430
Br 4.355 3.705 2.589
C 5.074 3.543 0.848
C 6.436 3.744 0.680
C 7.007 3.622 -0.575
C 6.215 3.299 -1.666
C 4.852 3.115 -1.504
C 4.271 3.236 -0.249
I 2.195 2.975 -0.058
H 7.042 4.003 1.537
H 8.071 3.776 -0.696
H 6.655 3.193 -2.649
H 4.233 2.880 -2.360
*
```

Properties
Frontier orbital gap (alpha / beta): 5.08 / 5.17 eV
HOMO level (alpha / beta): -6.2 / -6.2 eV
Electronic energy: -179654.31022 eV

***

Below is C53H40ClN6O3S2W as an isolated structure, with properties calculated with the ωB97M-V functional and the def2-TZVPD basis.

```
! RIJCOSX wB97M-V def2-TZVPD def2/J DEFGRID3
* xyz 1 3
W 0.000 0.000 0.000
S -7.104 0.004 1.341
C -7.533 0.000 2.991
C -6.429 -0.006 3.807
C -5.215 -0.007 3.058
C -5.413 -0.002 1.683
C -4.406 -0.001 0.598
C -3.047 0.000 0.876
N -2.057 0.000 -0.052
C -2.370 -0.001 -1.371
C -3.729 -0.002 -1.756
C -4.087 -0.003 -3.107
C -3.106 -0.003 -4.088
C -1.755 -0.002 -3.729
C -0.761 -0.002 -4.726
C 0.600 -0.002 -4.405
C 0.879 0.000 -3.045
N -0.052 0.000 -2.057
C -1.371 -0.001 -2.370
C 1.640 -0.002 -5.458
C 1.489 -0.001 -6.839
C 2.727 -0.002 -7.547
C 3.803 -0.004 -6.694
S 3.319 -0.005 -5.060
C -4.727 -0.002 -0.762
H -8.574 0.001 3.284
H -6.485 -0.009 4.889
H -4.240 -0.011 3.529
H -2.668 0.001 1.894
H -5.134 -0.004 -3.406
H -3.406 -0.004 -5.134
H -1.072 -0.003 -5.768
H 1.896 0.000 -2.662
H 0.530 0.001 -7.342
H 2.820 -0.002 -8.626
H 4.854 -0.006 -6.951
H -5.768 -0.004 -1.078
C -0.158 -10.588 8.714
O -0.122 -9.211 9.068
C -0.104 -8.311 8.039
C -0.078 -6.973 8.435
C -0.058 -5.942 7.487
C -0.064 -6.234 6.117
C -0.089 -7.583 5.731
C -0.108 -8.614 6.680
C -0.047 -5.194 5.080
N -0.040 -5.401 3.775
C -0.028 -4.159 3.179
C -0.028 -3.161 4.141
N -0.039 -3.840 5.332
C -0.018 -1.793 3.801
C -0.017 -0.782 4.777
C -0.008 0.543 4.365
C 0.000 0.802 3.006
N 0.000 -0.155 2.050
C -0.009 -1.444 2.428
C -0.009 -2.423 1.450
N 0.000 -2.050 0.155
C 0.000 -3.017 -0.792
C -0.009 -4.374 -0.520
C -0.018 -4.771 0.810
C -0.018 -3.790 1.814
H -0.173 -11.170 9.641
H 0.739 -10.875 8.156
H -1.068 -10.828 8.155
H -0.073 -6.729 9.495
H -0.038 -4.922 7.854
H -0.093 -7.842 4.672
H -0.127 -9.636 6.319
H -0.043 -3.416 6.246
H -0.024 -1.008 5.838
H -0.007 1.357 5.081
H 0.008 1.821 2.629
H 0.007 -2.653 -1.815
H -0.009 -5.102 -1.323
H -0.026 -5.827 1.069
C 1.424 5.280 0.236
C -0.006 4.764 0.010
C -0.916 5.272 1.138
C -0.528 5.282 -1.339
C -0.002 3.281 0.004
C 0.000 2.087 0.000
H 1.453 6.376 0.244
H 2.102 4.934 -0.553
H 1.829 4.928 1.192
H -0.938 6.368 1.167
H -0.572 4.919 2.118
H -1.946 4.920 1.008
H -0.541 6.377 -1.365
H -1.548 4.930 -1.534
H 0.100 4.936 -2.170
Cl 8.583 1.188 -0.439
C 6.970 0.620 -0.229
C 6.747 -0.670 0.247
C 5.438 -1.128 0.417
C 4.340 -0.305 0.113
C 4.590 0.993 -0.367
C 5.898 1.455 -0.538
C 2.918 -0.804 0.297
O 2.775 -1.989 0.735
O 1.980 0.000 0.000
H 7.577 -1.325 0.490
H 5.256 -2.135 0.789
H 3.748 1.640 -0.606
H 6.064 2.460 -0.909
H 1.008 1.008 1.008
*
```

Properties
Frontier orbital gap (alpha / beta): 5.37 / 5.56 eV
HOMO level (alpha / beta): -8.8 / -9.2 eV
Electronic energy: -106706.60971 eV

***

Below is C53H41BeClN2O5P2 as an isolated structure, with properties calculated with the ωB97M-V functional and the def2-TZVPD basis.

```
! RIJCOSX wB97M-V def2-TZVPD def2/J DEFGRID3
* xyz 0 1
Be -0.549 0.757 -0.665
O 0.346 -1.208 -3.174
C -0.475 -2.274 -3.423
C -0.380 -3.210 -4.448
C -1.321 -4.222 -4.559
C -2.367 -4.327 -3.660
C -2.479 -3.385 -2.652
C -1.549 -2.363 -2.530
P -1.782 -1.051 -1.272
C -3.408 -0.456 -1.861
C -4.643 -0.971 -1.479
C -5.807 -0.459 -2.032
C -5.749 0.547 -2.984
C -4.519 1.037 -3.397
C -3.355 0.541 -2.835
C -2.134 -2.064 0.198
C -1.391 -3.219 0.433
C -1.575 -3.945 1.598
C -2.491 -3.518 2.548
C -3.225 -2.364 2.326
C -3.046 -1.634 1.161
C 1.645 -1.025 -3.567
C 2.218 -1.528 -4.732
C 3.539 -1.259 -5.041
C 4.305 -0.460 -4.210
C 3.720 0.084 -3.083
C 2.400 -0.191 -2.736
P 1.676 0.750 -1.308
C 3.032 0.594 -0.105
C 3.846 -0.535 -0.069
C 4.836 -0.648 0.892
C 5.040 0.377 1.803
C 4.237 1.506 1.766
C 3.216 1.605 0.833
C 2.021 2.358 -2.143
C 1.184 2.679 -3.211
C 1.379 3.841 -3.939
C 2.435 4.686 -3.627
C 3.290 4.357 -2.588
C 3.089 3.198 -1.850
H 0.402 -3.183 -5.183
H -1.226 -4.931 -5.371
H -3.093 -5.123 -3.751
H -3.297 -3.443 -1.946
H -4.708 -1.764 -0.746
H -6.766 -0.850 -1.716
H -6.662 0.949 -3.404
H -4.468 1.811 -4.151
H -2.392 0.936 -3.133
H -0.668 -3.550 -0.303
H -0.996 -4.843 1.769
H -2.629 -4.078 3.464
H -3.944 -2.027 3.062
H -3.608 -0.721 1.004
H 1.648 -2.100 -5.440
H 3.957 -1.669 -5.950
H 5.334 -0.238 -4.457
H 4.302 0.740 -2.450
H 3.704 -1.333 -0.785
H 5.448 -1.541 0.932
H 5.821 0.295 2.549
H 4.392 2.309 2.469
H 2.554 2.462 0.835
H 0.373 2.007 -3.468
H 0.717 4.079 -4.763
H 2.591 5.591 -4.199
H 4.131 4.998 -2.357
H 3.772 2.958 -1.049
Cl -3.175 4.390 -0.820
C -1.465 4.405 -1.314
C -0.779 3.147 -0.803
O 0.074 3.221 0.076
O -1.155 2.041 -1.372
H -0.996 5.283 -0.885
H -1.443 4.440 -2.401
O -2.736 1.897 1.304
C -1.857 1.181 1.733
N -1.750 0.737 3.028
C -0.473 0.091 3.266
C -0.062 -0.172 1.790
O 0.808 -0.933 1.400
N -0.849 0.588 0.981
C -0.605 -1.129 4.158
C -1.355 -1.020 5.326
C -1.451 -2.084 6.207
C -0.781 -3.270 5.939
C -0.022 -3.379 4.786
C 0.070 -2.315 3.898
C 0.513 1.097 3.902
C 0.464 2.442 3.534
C 1.234 3.381 4.203
C 2.076 2.989 5.234
C 2.179 1.646 5.557
C 1.403 0.705 4.896
H -2.225 1.234 3.762
H -1.858 -0.091 5.566
H -2.038 -1.981 7.111
H -0.841 -4.093 6.640
H 0.510 -4.298 4.572
H 0.669 -2.394 3.002
H -0.166 2.765 2.716
H 1.171 4.421 3.910
H 2.658 3.729 5.769
H 2.873 1.323 6.323
H 1.486 -0.339 5.166
*
```

Properties
Frontier orbital gap: 9.07 eV
HOMO level: -8.6 eV
Electronic energy: -100351.68866 eV

***

Below is C53H44AsCl3KN6OPS as an isolated structure, with properties calculated with the ωB97M-V functional and the def2-TZVPD basis.

```
! RIJCOSX wB97M-V def2-TZVPD def2/J DEFGRID3
* xyz -2 1
K -0.040 0.090 0.081
C 1.390 -6.899 -1.192
C 1.416 -5.533 -0.556
C 2.596 -4.963 -0.064
C 2.632 -3.689 0.461
C 1.480 -2.862 0.539
N 1.517 -1.575 0.973
C 2.364 -1.172 1.958
C 2.772 -2.014 3.026
C 3.582 -1.586 4.057
C 4.060 -0.277 4.127
C 4.919 0.199 5.271
C 3.666 0.571 3.105
C 2.850 0.162 2.058
N 2.571 1.184 1.066
C 3.454 1.648 0.150
C 2.913 2.783 -0.400
C 1.668 2.935 0.249
N 1.466 1.977 1.142
C 0.291 -3.467 0.052
C 0.277 -4.752 -0.478
N -1.006 -2.819 0.136
C -2.015 -3.200 0.953
C -3.137 -2.504 0.581
C -2.704 -1.697 -0.491
N -1.426 -1.899 -0.762
H 2.202 -7.525 -0.814
H 1.502 -6.850 -2.281
H 0.449 -7.416 -0.990
H 3.522 -5.529 -0.123
H 3.576 -3.265 0.777
H 2.411 -3.034 3.024
H 3.845 -2.291 4.842
H 5.447 -0.635 5.739
H 4.332 0.689 6.054
H 5.671 0.918 4.935
H 4.002 1.604 3.099
H 4.376 1.130 -0.059
H 3.354 3.388 -1.174
H 0.908 3.690 0.108
H -0.672 -5.131 -0.849
H -1.839 -3.919 1.735
H -4.107 -2.530 1.046
H -3.262 -0.965 -1.058
Cl -5.908 3.720 3.434
C -4.617 2.635 2.913
C -4.078 2.762 1.647
C -3.070 1.904 1.257
Cl -2.393 2.087 -0.363
C -2.513 0.861 2.073
O -1.602 0.092 1.689
C -3.140 0.807 3.366
Cl -2.584 -0.425 4.478
C -4.147 1.656 3.774
H -4.437 3.523 0.966
H -4.568 1.552 4.766
C -1.803 0.794 -4.216
C -1.811 0.582 -5.720
As -3.101 1.668 -6.736
C -2.721 3.339 -5.792
C -1.585 4.024 -6.222
C -1.146 5.160 -5.555
C -1.850 5.637 -4.457
C -2.987 4.966 -4.028
C -3.418 3.821 -4.689
C -4.766 1.139 -5.874
C -5.878 1.975 -5.945
C -7.095 1.586 -5.402
C -7.219 0.343 -4.793
C -6.125 -0.508 -4.740
C -4.907 -0.113 -5.282
P -0.496 -0.061 -3.202
C 0.983 0.563 -4.101
C 1.620 1.663 -3.531
C 2.749 2.219 -4.116
C 3.263 1.674 -5.283
C 2.635 0.583 -5.866
C 1.503 0.035 -5.280
C -0.577 -1.801 -3.764
C 0.576 -2.585 -3.745
C 0.503 -3.953 -3.979
C -0.720 -4.558 -4.232
C -1.878 -3.788 -4.234
C -1.803 -2.424 -3.991
H -2.779 0.574 -3.772
H -1.610 1.846 -3.993
H -1.957 -0.465 -5.995
H -0.850 0.878 -6.148
H -1.018 3.656 -7.070
H -0.245 5.663 -5.885
H -1.503 6.515 -3.927
H -3.527 5.315 -3.156
H -4.279 3.286 -4.309
H -5.795 2.947 -6.420
H -7.946 2.254 -5.452
H -8.164 0.043 -4.356
H -6.211 -1.478 -4.267
H -4.061 -0.789 -5.233
H 1.266 2.057 -2.584
H 3.261 3.037 -3.628
H 4.174 2.072 -5.710
H 3.047 0.132 -6.761
H 1.045 -0.839 -5.729
H 1.537 -2.133 -3.517
H 1.411 -4.543 -3.937
H -0.775 -5.626 -4.406
H -2.843 -4.254 -4.396
H -2.720 -1.844 -3.933
S 3.830 -1.108 -2.295
C 4.991 0.099 -2.414
N 5.766 0.971 -2.483
*
```

Properties
Frontier orbital gap: 5.35 eV
HOMO level: -1.7 eV
Electronic energy: -201521.44357 eV